Molecular formula: C21H37MnN9O2
Method: DFT, ωB97M-V/def2-TZVPD

XYZ file:
```
70
C21H37MnN9O2 ωB97M-V/def2-TZVPD
Mn 0.63 0.71 -0.27
C 0.10 -1.20 4.13
C 1.26 -1.09 3.14
C 2.37 -0.21 3.70
C 1.80 -2.47 2.80
N 0.79 -0.52 1.84
N 0.35 0.85 1.86
H 0.46 -1.58 5.09
H -0.67 -1.88 3.77
H -0.36 -0.22 4.34
H 2.90 -0.74 4.49
H 1.99 0.72 4.14
H 3.10 0.04 2.92
H 2.12 -2.98 3.70
H 2.65 -2.39 2.12
H 1.03 -3.09 2.32
H -0.02 -1.06 1.54
H 1.11 1.40 2.24
H -0.45 0.99 2.47
N 0.05 4.77 -1.09
C -0.45 3.53 -1.06
N -1.74 3.34 -1.36
O 0.28 2.57 -0.72
H -0.48 5.56 -1.39
H 1.03 4.90 -0.90
H -2.34 4.09 -1.68
H -2.12 2.41 -1.33
C 4.21 -3.02 -0.42
N 3.21 -2.17 -1.08
C 1.94 -2.82 -1.38
C 3.24 -0.82 -1.06
O 2.15 -0.18 -1.11
N 4.41 -0.17 -1.05
C 5.67 -0.73 -1.54
C 4.45 1.27 -0.79
H 3.69 -3.66 0.30
H 4.93 -2.42 0.13
H 4.73 -3.65 -1.14
H 2.12 -3.88 -1.50
H 1.53 -2.43 -2.30
H 1.21 -2.68 -0.57
H 5.48 -1.61 -2.15
H 6.35 -0.99 -0.73
H 6.15 0.02 -2.16
H 3.50 1.62 -0.41
H 4.69 1.81 -1.71
H 5.23 1.48 -0.06
C -2.06 -1.56 -2.58
C -0.95 -0.86 -2.14
N -0.93 -0.24 -0.96
C -2.04 -0.27 -0.19
C -3.20 -0.91 -0.57
C -3.19 -1.59 -1.78
C -4.38 -0.89 0.33
C -5.34 0.03 0.33
C -5.50 1.18 -0.59
C -6.65 1.96 -0.49
C -6.79 3.01 -1.39
N -5.88 3.27 -2.33
C -4.83 2.45 -2.34
N -4.57 1.44 -1.52
H -2.04 -2.05 -3.54
H -0.05 -0.80 -2.74
H -2.00 0.29 0.73
H -4.08 -2.12 -2.11
H -4.46 -1.71 1.03
H -6.14 -0.09 1.05
H -7.40 1.75 0.25
H -7.66 3.65 -1.36
H -4.10 2.63 -3.13
```

Values from the calculation:
Expectation value of S² = 1.241
Maximum force = 0.730 eV Å⁻¹
Highest occupied orbital energy (alpha / beta) = -14.371 / -14.175 eV
Molar mass = 502.5 g/mol
HOMO-LUMO gap (alpha / beta) = 0.34566 / 0.33194 Ha
Charge = +2
LUMO (alpha / beta) = -4.97 / -5.14 eV
Multiplicity = 2

---

Molecular formula: C2H2N2O2
Method: DFT, ωB97M-V/def2-TZVPD

XYZ file:
```
8
C2H2N2O2 ωB97M-V/def2-TZVPD
N 0.81 -0.88 0.08
C 0.42 -0.42 -0.99
N 0.11 0.19 -2.00
H 1.17 -1.82 0.11
H -0.86 0.17 -2.29
O -0.05 0.52 2.66
C -0.55 0.91 1.69
O -1.07 1.33 0.74
```

Values from the calculation:
Maximum force = 0.838 eV Å⁻¹
Highest occupied orbital energy = -10.757 eV
Molar mass = 86.0 g/mol
HOMO-LUMO gap = 0.41768 Ha
LUMO = 0.61 eV
SMILES string = N=C=N.O=C=O
Relative energy (zero: lowest compared OMol25 entry of this formula, charge and spin) = 2.2 kJ/mol

---

Molecular formula: C6H7N
Method: DFT, ωB97M-V/def2-TZVPD

XYZ file:
```
14
C6H7N ωB97M-V/def2-TZVPD
C -0.12 0.74 0.10
C -0.44 -0.05 1.24
C -0.29 -0.59 -0.85
C 0.10 -0.71 -2.09
C 0.84 1.44 1.15
C -0.80 -1.30 0.47
N 0.19 0.60 2.20
H -0.79 1.50 -0.17
H 0.80 0.06 -2.57
H -0.28 -1.52 -2.67
H 1.85 1.32 1.05
H 0.77 2.44 1.28
H -0.02 -2.19 0.51
H -1.82 -1.73 0.37
```

Values from the calculation:
Maximum force = 4.718 eV Å⁻¹
Highest occupied orbital energy = -9.108 eV
Molar mass = 93.1 g/mol
HOMO-LUMO gap = 0.36686 Ha
LUMO = 0.87 eV
Relative energy (zero: lowest compared OMol25 entry of this formula, charge and spin) = 565.2 kJ/mol

---

Molecular formula: C62H49MnN4O2P3
Method: DFT, ωB97M-V/def2-TZVPD

XYZ file:
```
121
C62H49MnN4O2P3 ωB97M-V/def2-TZVPD
Mn -0.24 0.22 1.21
C 3.78 4.42 -5.31
O 2.92 4.05 -6.37
C 2.37 2.81 -6.33
C 2.63 1.87 -5.33
C 2.01 0.63 -5.38
C 1.13 0.31 -6.42
C 0.89 1.27 -7.43
C 1.50 2.50 -7.38
N 0.43 -0.87 -6.52
N 0.72 -1.78 -5.62
C 0.26 -1.98 -4.44
C 1.02 -3.10 -3.80
C 1.42 -3.16 -2.54
C -0.56 -2.02 -1.48
O -0.40 -1.57 -0.10
C -1.19 -1.08 -2.45
N -2.10 -0.27 -1.94
C -2.75 0.56 -2.75
C -2.55 0.56 -4.11
C -1.60 -0.29 -4.65
C -0.84 -1.12 -3.82
H 4.08 5.44 -5.49
H 4.67 3.78 -5.28
H 3.27 4.36 -4.34
H 3.30 2.09 -4.52
H 2.20 -0.09 -4.59
H 0.22 1.01 -8.23
H 1.33 3.24 -8.15
H 1.36 -3.83 -4.52
H 2.05 -3.97 -2.19
H -3.46 1.23 -2.27
H -3.13 1.21 -4.76
H -1.45 -0.30 -5.71
N -2.02 0.54 3.52
P -2.17 1.33 2.02
C -3.89 0.94 1.50
C -5.02 1.47 2.10
C -6.29 1.02 1.75
C -6.43 0.03 0.78
C -5.30 -0.50 0.18
C -4.04 -0.05 0.53
C -2.33 3.09 2.50
C -3.00 4.00 1.68
C -3.03 5.35 2.01
C -2.38 5.80 3.15
C -1.70 4.90 3.96
C -1.67 3.55 3.63
P -0.86 -0.67 3.20
C 0.15 -0.62 4.73
C -0.07 -1.39 5.87
C 0.70 -1.20 7.01
C 1.69 -0.23 7.02
C 1.91 0.56 5.90
C 1.14 0.36 4.77
C -1.77 -2.25 3.39
C -3.15 -2.31 3.19
C -3.81 -3.53 3.17
C -3.11 -4.71 3.35
C -1.73 -4.66 3.55
C -1.07 -3.45 3.55
H -2.68 0.58 4.28
H -4.92 2.25 2.86
H -7.16 1.44 2.23
H -7.41 -0.32 0.51
H -5.40 -1.27 -0.58
H -3.15 -0.46 0.05
H -3.51 3.65 0.79
H -3.55 6.04 1.37
H -2.40 6.85 3.41
H -1.19 5.25 4.85
H -1.13 2.85 4.26
H -0.84 -2.15 5.86
H 0.53 -1.81 7.88
H 2.29 -0.09 7.91
H 2.68 1.32 5.91
H 1.30 0.98 3.88
H -3.71 -1.39 3.04
H -4.88 -3.55 3.02
H -3.62 -5.66 3.34
H -1.17 -5.58 3.69
H 0.01 -3.43 3.69
C 5.70 -2.48 2.60
C 5.03 -1.45 3.24
C 3.86 -0.94 2.70
C 3.34 -1.45 1.51
C 4.03 -2.49 0.88
C 5.19 -3.00 1.41
P 1.85 -0.67 0.80
C 0.98 -2.08 -0.08
C 1.00 -3.41 0.60
C 0.10 -4.37 0.37
C -1.00 -4.34 -0.60
C -1.29 -3.35 -1.45
C 0.96 -2.09 -1.62
C 2.56 0.38 -0.51
C 3.80 0.23 -1.07
C 4.23 1.12 -2.08
C 3.39 2.12 -2.50
C 2.10 2.29 -1.95
C 1.22 3.29 -2.40
C 0.00 3.42 -1.82
C -0.39 2.57 -0.75
C 0.40 1.55 -0.25
C 1.68 1.42 -0.90
H 6.61 -2.88 3.02
H 5.42 -1.04 4.16
H 3.34 -0.14 3.21
H 3.65 -2.89 -0.06
H 5.71 -3.80 0.91
H 1.76 -3.59 1.35
H 0.18 -5.28 0.95
H -1.62 -5.22 -0.64
H -2.12 -3.47 -2.14
H 1.31 -1.12 -1.96
H 4.47 -0.56 -0.75
H 5.22 1.01 -2.51
H 3.72 2.82 -3.27
H 1.53 3.95 -3.21
H -0.69 4.19 -2.16
H -1.37 2.75 -0.33
```

Values from the calculation:
Expectation value of S² = 0.783
Maximum force = 1.631 eV Å⁻¹
Highest occupied orbital energy (alpha / beta) = -6.412 / -6.418 eV
Molar mass = 1030.0 g/mol
HOMO-LUMO gap (alpha / beta) = 0.23596 / 0.22494 Ha
LUMO (alpha / beta) = 0.01 / -0.30 eV
Multiplicity = 2
Relative energy (zero: lowest compared OMol25 entry of this formula, charge and spin) = 27.3 kJ/mol

---

Molecular formula: C21H27BN6ReTe
Method: DFT, ωB97M-V/def2-TZVPD

XYZ file:
```
57
C21H27BN6ReTe ωB97M-V/def2-TZVPD
Re -0.35 0.23 0.10
C -1.53 0.56 -3.21
C -0.36 -0.31 -2.93
C 0.38 -1.06 -3.82
C 1.37 -1.71 -3.08
C 2.43 -2.65 -3.54
N 1.22 -1.36 -1.80
N 0.16 -0.50 -1.69
B 2.00 -1.70 -0.51
N 0.99 -2.32 0.49
N -0.10 -1.57 0.86
C -0.83 -2.31 1.76
C -2.09 -1.84 2.39
C -0.19 -3.51 1.94
C 0.96 -3.49 1.12
C 1.99 -4.54 0.95
N 2.51 -0.38 0.09
N 1.61 0.61 0.41
C 2.32 1.67 0.89
C 1.73 2.95 1.36
C 3.66 1.33 0.88
C 3.75 0.04 0.37
C 4.96 -0.79 0.14
H -1.74 0.55 -4.27
H -1.32 1.60 -2.91
H -2.42 0.22 -2.68
H 0.23 -1.14 -4.88
H 2.35 -2.79 -4.61
H 2.34 -3.62 -3.06
H 3.43 -2.25 -3.32
H 2.89 -2.46 -0.73
H -2.36 -0.84 2.08
H -1.98 -1.84 3.48
H -2.90 -2.52 2.14
H -0.50 -4.32 2.57
H 1.75 -5.40 1.57
H 2.97 -4.17 1.24
H 2.05 -4.86 -0.09
H 0.65 2.98 1.26
H 2.15 3.78 0.79
H 1.98 3.11 2.41
H 4.48 1.95 1.21
H 5.85 -0.24 0.45
H 5.07 -1.05 -0.91
H 4.91 -1.72 0.72
Te -2.06 2.05 0.50
C -3.70 3.23 0.93
C -4.50 2.90 2.03
C -5.59 3.71 2.30
C -5.86 4.81 1.50
C -5.05 5.12 0.42
C -3.95 4.34 0.12
H -4.27 2.04 2.65
H -6.23 3.47 3.14
H -6.72 5.43 1.72
H -5.27 5.99 -0.20
H -3.31 4.58 -0.72
```

Values from the calculation:
Expectation value of S² = 1.221
Maximum force = 0.734 eV Å⁻¹
Highest occupied orbital energy (alpha / beta) = -14.399 / -14.474 eV
Molar mass = 688.1 g/mol
HOMO-LUMO gap (alpha / beta) = 0.20837 / 0.24955 Ha
Charge = +2
LUMO (alpha / beta) = -8.73 / -7.68 eV
Multiplicity = 2

---

Molecular formula: C9H13N5O4
Method: DFT, ωB97M-V/def2-TZVPD

XYZ file:
```
31
C9H13N5O4 ωB97M-V/def2-TZVPD
C -0.50 -1.20 4.51
C -0.61 -1.29 2.96
C -0.53 0.06 2.19
C -0.60 -0.13 0.67
N -0.31 1.17 -0.20
C 0.23 1.09 -1.55
C -0.71 0.27 -2.40
N -2.02 0.75 -2.46
O -2.33 1.76 -1.74
O -2.80 0.21 -3.28
C -0.33 -0.70 -3.31
N 0.94 -1.08 -3.55
C 1.86 -0.51 -2.79
N 3.20 -0.81 -2.90
O 3.82 0.07 -2.04
N 2.83 1.01 -1.45
O 3.20 1.94 -0.75
C 1.61 0.47 -1.76
H -0.48 -2.22 4.92
H 0.42 -0.69 4.81
H -1.37 -0.69 4.93
H 0.21 -1.94 2.59
H -1.56 -1.79 2.70
H -1.35 0.70 2.57
H 0.40 0.56 2.49
H 0.09 -0.91 0.35
H -1.62 -0.46 0.43
H 0.28 1.78 0.31
H -1.26 1.62 -0.36
H 0.37 2.13 -1.94
H -1.10 -1.15 -3.94
```

Values from the calculation:
Maximum force = 3.769 eV Å⁻¹
Highest occupied orbital energy = -8.207 eV
Molar mass = 255.2 g/mol
HOMO-LUMO gap = 0.28342 Ha
LUMO = -0.49 eV
SMILES string = CCCC[NH2+][C@@H]1C(=[N+]([O-])[O-])C=Nc2no[n+]([O-])c21
Relative energy (zero: lowest compared OMol25 entry of this formula, charge and spin) = 46.8 kJ/mol

---

Molecular formula: C17H18N3
Method: DFT, ωB97M-V/def2-TZVPD

XYZ file:
```
38
C17H18N3 ωB97M-V/def2-TZVPD
C 1.48 2.88 -1.17
C 0.15 2.98 -0.79
C -0.30 2.28 0.31
C 0.57 1.48 1.04
C 0.08 0.67 2.21
N -0.52 -0.62 1.71
C 0.43 -1.32 0.82
N 1.52 -1.76 1.26
C 2.41 -2.36 0.29
C 2.16 -1.86 -1.14
C 0.67 -1.96 -1.50
N -0.09 -1.35 -0.43
C -1.37 -0.84 -0.44
C -2.30 -0.71 -1.46
C -3.54 -0.18 -1.13
C -3.85 0.22 0.16
C -2.92 0.10 1.19
C -1.69 -0.42 0.86
C 1.91 1.40 0.66
C 2.36 2.10 -0.44
H 1.84 3.43 -2.03
H -0.53 3.60 -1.35
H -1.33 2.37 0.61
H 0.90 0.40 2.87
H -0.69 1.20 2.77
H -0.73 -1.21 2.53
H 3.43 -2.14 0.61
H 2.28 -3.45 0.35
H 2.75 -2.43 -1.85
H 2.46 -0.81 -1.19
H 0.47 -1.44 -2.43
H 0.37 -3.01 -1.61
H -2.08 -1.03 -2.46
H -4.28 -0.07 -1.91
H -4.83 0.62 0.38
H -3.16 0.40 2.19
H 2.59 0.80 1.24
H 3.40 2.04 -0.72
```

Values from the calculation:
Maximum force = 1.574 eV Å⁻¹
Highest occupied orbital energy = -11.857 eV
Molar mass = 264.4 g/mol
HOMO-LUMO gap = 0.33384 Ha
Charge = +1
LUMO = -2.77 eV
SMILES string = c1ccc(C[N@@H+]2C3=NCCCN3c3ccccc32)cc1

---

Molecular formula: CH36F3O21SZn
Method: DFT, ωB97M-V/def2-TZVPD

XYZ file:
```
63
CH36F3O21SZn ωB97M-V/def2-TZVPD
Zn -1.22 -1.35 4.57
C 0.41 0.89 -0.50
F 0.21 1.99 0.26
F 0.16 1.18 -1.81
F 1.61 0.48 -0.25
S -0.78 -0.50 0.07
O -2.12 -0.02 -0.31
O -0.38 -1.75 -0.69
O -0.67 -0.62 1.54
O -0.21 0.05 -6.14
H -0.08 0.63 -6.89
H 0.33 0.44 -5.45
O 3.58 -1.07 2.96
H 3.55 -1.78 2.32
H 4.22 -0.46 2.60
O -4.32 2.43 -1.67
H -3.83 2.44 -2.49
H -3.77 1.93 -1.07
O -1.69 4.44 3.48
H -2.53 4.70 3.09
H -1.07 4.48 2.76
O 0.33 -3.61 4.38
H 0.80 -3.81 3.57
H 0.09 -4.47 4.74
O 1.76 -4.53 1.27
H 1.23 -4.12 0.58
H 2.58 -4.76 0.83
O -3.35 -4.48 1.09
H -3.84 -5.29 1.24
H -2.90 -4.64 0.26
O 2.66 -1.63 -4.23
H 2.63 -0.79 -4.69
H 1.75 -1.91 -4.19
O -6.07 -1.25 -0.72
H -6.56 -0.79 -1.41
H -5.27 -0.74 -0.62
O 5.37 0.64 -2.63
H 6.15 0.97 -3.07
H 4.93 0.10 -3.28
O -0.40 -3.86 -3.68
H -0.45 -3.63 -2.76
H -1.25 -4.25 -3.88
O -2.77 0.92 4.58
H -2.57 1.85 4.51
H -3.71 0.89 4.79
O 3.55 3.91 -3.83
H 3.75 3.10 -3.36
H 4.33 4.09 -4.35
O 0.48 6.28 0.71
H 1.34 6.22 0.31
H 0.65 6.23 1.65
O 5.75 1.63 1.04
H 5.84 1.56 0.09
H 5.48 2.54 1.18
O 1.11 0.20 5.28
H 1.18 1.01 5.79
H 2.02 -0.08 5.15
O -2.60 2.57 -4.72
H -1.89 3.02 -5.18
H -2.40 1.64 -4.82
O -3.45 -2.86 4.17
H -4.25 -3.21 4.57
H -3.45 -3.21 3.28
```

Values from the calculation:
Maximum force = 4.306 eV Å⁻¹
Highest occupied orbital energy = -11.644 eV
Molar mass = 538.7 g/mol
HOMO-LUMO gap = 0.11565 Ha
Charge = +1
LUMO = -8.50 eV

---

Molecular formula: C7H7FNO3
Method: DFT, ωB97M-V/def2-TZVPD

XYZ file:
```
19
C7H7FNO3 ωB97M-V/def2-TZVPD
C -1.60 -1.62 -2.41
C 0.23 -1.05 -1.52
C -0.74 -0.33 -0.90
C 1.22 0.59 1.85
C 1.68 -1.14 -1.33
C -1.21 1.65 2.30
C -0.06 1.40 1.33
N -0.30 -1.84 -2.52
O 0.90 -0.13 2.79
O 2.24 0.85 1.24
O -1.95 -0.68 -1.50
F 0.17 2.40 0.45
H -2.45 -1.73 -3.05
H 2.07 -2.13 -1.53
H 2.13 -0.59 -2.17
H 2.09 -0.82 -0.40
H -1.90 2.52 2.08
H -1.90 0.87 2.05
H -0.62 1.75 3.23
```

Values from the calculation:
Maximum force = 2.797 eV Å⁻¹
Highest occupied orbital energy (alpha / beta) = -4.853 / -4.261 eV
Molar mass = 172.1 g/mol
HOMO-LUMO gap (alpha / beta) = 0.29809 / 0.24343 Ha
Charge = -1
LUMO (alpha / beta) = 3.26 / 2.36 eV
Relative energy (zero: lowest compared OMol25 entry of this formula, charge and spin) = 396.5 kJ/mol

---

Molecular formula: C27H34ClN6O2Tb
Method: DFT, ωB97M-V/def2-TZVPD

XYZ file:
```
71
C27H34ClN6O2Tb ωB97M-V/def2-TZVPD
Tb 0.53 -0.59 -0.53
Cl 2.64 -6.26 -4.88
C 1.88 -5.07 -3.90
C 0.53 -5.21 -3.56
C -0.12 -4.28 -2.77
C 0.55 -3.17 -2.29
O -0.09 -2.27 -1.55
C 1.93 -3.02 -2.62
C 2.76 -1.97 -2.18
O 2.44 -1.01 -1.42
C 2.57 -3.99 -3.44
H -0.01 -6.08 -3.92
H -1.17 -4.40 -2.52
H 3.80 -1.98 -2.52
H 3.62 -3.87 -3.69
C 1.91 1.65 3.48
N 1.93 0.18 3.47
C 2.58 -0.43 4.63
C 1.38 -0.52 2.47
N 0.37 -0.09 1.71
C -0.60 0.82 2.27
C -1.08 0.56 3.52
C -1.79 1.54 4.26
C -1.93 2.79 3.74
C -1.51 3.07 2.41
C -1.65 4.39 1.89
C -1.29 4.67 0.61
C -0.91 3.62 -0.24
C -0.82 2.33 0.20
N -0.74 1.28 -0.79
C -1.59 1.32 -1.83
N -1.20 0.78 -3.02
C 0.20 0.61 -3.37
C -2.11 -0.06 -3.81
N -2.83 1.81 -1.74
C -3.50 2.49 -2.85
C -3.57 1.82 -0.48
C -0.96 2.04 1.60
N 1.95 -1.74 2.18
C 3.41 -1.86 2.06
C 1.21 -2.78 1.48
H 1.19 2.03 4.21
H 1.66 2.03 2.50
H 2.91 1.99 3.75
H 2.16 0.02 5.53
H 3.66 -0.23 4.61
H 2.40 -1.50 4.65
H -0.84 -0.38 4.00
H -2.16 1.30 5.25
H -2.38 3.58 4.32
H -2.03 5.16 2.55
H -1.36 5.68 0.23
H -0.77 3.82 -1.30
H 0.83 1.26 -2.76
H 0.36 0.89 -4.41
H 0.51 -0.44 -3.28
H -3.14 0.22 -3.66
H -1.98 -1.11 -3.53
H -1.87 0.05 -4.87
H -2.82 2.62 -3.69
H -3.82 3.47 -2.50
H -4.38 1.94 -3.18
H -3.14 1.10 0.21
H -4.60 1.52 -0.70
H -3.57 2.81 -0.03
H 3.91 -1.14 2.69
H 3.73 -1.71 1.03
H 3.72 -2.86 2.38
H 0.14 -2.65 1.61
H 1.48 -3.76 1.89
H 1.48 -2.84 0.42
```

Values from the calculation:
Expectation value of S² = 12.605
Maximum force = 1.302 eV Å⁻¹
Highest occupied orbital energy (alpha / beta) = -12.958 / -12.967 eV
Molar mass = 669.0 g/mol
HOMO-LUMO gap (alpha / beta) = 0.23504 / 0.23672 Ha
Charge = +2
LUMO (alpha / beta) = -6.56 / -6.53 eV
Multiplicity = 7
Relative energy (zero: lowest compared OMol25 entry of this formula, charge and spin) = 208.3 kJ/mol